No. 1
Density functional theory data (ωB97M-V/def2-TZVPD) for a 3-piece molecular cluster, C10H23B2Br2F3O8S2 overall.

Element x y z (Å)
O 3.956 2.652 3.262
B 3.507 3.731 2.498
O 3.675 4.962 3.027
B 2.842 3.397 0.993
C 3.418 3.825 -0.402
C 4.841 4.425 -0.379
C 5.562 4.095 -1.669
F 4.748 4.182 -2.696
Br 6.190 2.241 -1.566
C 6.816 5.049 -1.906
F 6.785 6.062 -1.110
F 7.944 4.442 -1.744
Br 6.856 5.701 -3.757
H 3.237 1.998 3.250
H 4.025 4.857 3.930
H 1.806 2.795 0.979
H 2.755 4.567 -0.829
H 3.388 2.953 -1.042
H 4.747 5.496 -0.281
H 5.454 4.029 0.418
C -0.181 -1.387 -1.046
C -1.210 -1.158 0.043
O -0.804 -1.718 1.311
S 0.315 -0.955 2.137
C 0.129 -1.847 3.643
O -0.096 0.402 2.333
O 1.598 -1.252 1.583
H 0.740 -0.841 -0.846
H -0.573 -1.051 -2.007
H 0.073 -2.444 -1.116
H -1.435 -0.097 0.161
H -2.139 -1.659 -0.223
H -0.856 -1.644 4.055
H 0.904 -1.498 4.322
H 0.259 -2.906 3.440
C -7.237 -3.161 0.322
C -6.174 -4.239 0.247
O -6.026 -4.779 -1.081
S -5.271 -3.893 -2.166
C -5.087 -5.146 -3.388
O -3.986 -3.534 -1.649
O -6.161 -2.891 -2.659
H -6.949 -2.278 -0.246
H -7.395 -2.862 1.358
H -8.179 -3.523 -0.090
H -5.210 -3.874 0.606
H -6.456 -5.083 0.874
H -4.431 -5.922 -3.003
H -4.646 -4.675 -4.264
H -6.068 -5.544 -3.630

## Properties
E = -7290.48334 a.u.
E_LUMO = 0.341 eV
Kohn-Sham gap = 10.4 eV
structure (SMILES) = OB(O)BCC[C@](F)(Br)C(F)(F)Br.CCOS(C)(=O)=O.CCOS(C)(=O)=O


No. 2
Density functional theory data (ωB97M-V/def2-TZVPD) for a 4-piece molecular cluster, C10H23BCl6O overall.

Element x y z (Å)
B 1.798 -2.436 3.056
O 1.438 -1.669 1.948
C 1.426 -0.260 2.206
C 0.324 0.206 3.176
C -1.125 -0.034 2.682
C -1.511 -1.534 2.528
H 2.159 -1.843 4.026
H 1.687 -3.610 2.985
H 1.252 0.251 1.246
H 2.406 0.054 2.591
H 0.418 -0.192 4.197
H 0.444 1.301 3.268
H -1.787 0.362 3.476
H -1.385 0.555 1.787
H -1.325 -2.115 3.440
H -0.976 -1.948 1.662
H -2.582 -1.572 2.284
Cl 0.470 -4.724 -2.566
C 1.410 -3.735 -1.420
C 0.920 -2.309 -1.361
Cl 1.249 -1.421 -2.873
H 2.457 -3.784 -1.712
H 1.305 -4.197 -0.439
H 1.432 -1.777 -0.562
H -0.150 -2.262 -1.170
Cl 4.307 1.587 -4.892
C 2.664 0.920 -5.056
C 1.939 1.476 -6.258
Cl 1.548 3.204 -6.068
H 2.124 1.126 -4.134
H 2.769 -0.160 -5.157
H 0.995 0.950 -6.393
H 2.527 1.362 -7.166
Cl -2.336 4.499 2.454
C -3.665 4.275 1.288
C -4.223 2.873 1.327
Cl -3.060 1.673 0.710
H -3.290 4.527 0.299
H -4.444 4.989 1.553
H -5.110 2.811 0.698
H -4.500 2.583 2.339

## Properties
E = -3256.07411 a.u.
E_LUMO = 0.528 eV
Kohn-Sham gap = 11.2 eV
structure (SMILES) = BOCCCC.ClCCCl.ClCCCl.ClCCCl


No. 3
Density functional theory data (ωB97M-V/def2-TZVPD) for C10H23GeN3O6P2PdS as an isolated structure.

Element x y z (Å)
Pd 0.322 -0.014 -0.370
N 1.276 0.416 3.614
C 0.114 -0.394 3.062
C -0.595 -1.128 4.191
P -0.972 0.857 2.199
O -1.210 1.785 3.472
O -2.236 0.253 1.686
O -0.046 1.540 1.219
P 0.777 -1.504 1.757
O 1.409 -2.659 2.616
O -0.386 -1.892 0.881
O 1.815 -0.721 0.949
H 0.922 1.189 4.188
H 1.813 0.809 2.832
H 1.895 -0.161 4.189
H -1.020 -0.425 4.907
H 0.080 -1.812 4.706
H -1.412 -1.715 3.773
H -1.926 2.432 3.420
H 1.916 -3.339 2.149
S -1.173 0.612 -1.839
C -2.169 -0.890 -1.779
N -2.949 -1.016 -0.693
C -3.774 -2.063 -0.604
C -3.817 -2.987 -1.628
C -2.967 -2.783 -2.702
N -2.152 -1.720 -2.778
H -2.866 -0.348 0.170
H -4.371 -2.125 0.295
H -4.482 -3.836 -1.583
H -2.928 -3.475 -3.534
C 2.956 1.211 -3.815
Ge 1.944 1.710 -2.237
C 0.893 3.333 -2.349
C 2.999 1.572 -0.617
C 0.310 0.259 -2.728
H 3.799 1.896 -3.914
H 2.354 1.279 -4.720
H 3.353 0.201 -3.719
H 1.579 4.181 -2.353
H 0.238 3.441 -1.485
H 0.305 3.372 -3.266
H 3.844 2.244 -0.787
H 3.381 0.570 -0.445
H 2.444 1.918 0.253
H 0.441 -0.812 -2.877
H 0.274 0.741 -3.703

## Properties
E = -4295.88691 a.u.
E_LUMO = -8.022 eV
charge = +2
Kohn-Sham gap = 7.4 eV


No. 4
Density functional theory data (ωB97M-V/def2-TZVPD) for a 3-piece molecular cluster, C10H23IN6O6P overall.

Element x y z (Å)
N -2.223 2.771 0.221
P -2.630 1.271 0.639
N -2.757 1.321 2.435
C -3.750 2.154 3.014
N -3.606 2.005 4.426
C -2.496 1.104 4.590
N -1.942 0.678 5.739
N -2.457 1.156 6.947
N -1.959 0.652 3.333
I -0.403 -0.644 2.960
H -2.931 3.166 -0.411
H -1.604 0.316 0.290
H -3.894 0.921 0.028
H -4.502 2.813 2.497
H -1.158 0.020 5.788
H -2.744 0.388 7.561
H -1.716 1.727 7.388
C 5.319 -1.402 -0.587
C 5.530 -0.316 0.451
O 4.946 0.925 0.031
C 3.618 1.007 0.142
O 2.882 0.146 0.566
O 3.233 2.204 -0.322
C 1.819 2.388 -0.358
H 5.685 -1.075 -1.563
H 5.842 -2.316 -0.300
H 4.260 -1.636 -0.706
H 6.599 -0.132 0.570
H 5.142 -0.611 1.429
H 1.369 2.191 0.617
H 1.379 1.744 -1.122
H 1.624 3.426 -0.624
C 0.208 -0.951 -2.020
C -0.961 -0.327 -2.757
O -1.062 -0.830 -4.091
C -1.581 -2.061 -4.202
O -1.966 -2.755 -3.293
O -1.576 -2.400 -5.496
C -2.011 -3.737 -5.748
H 1.134 -0.823 -2.586
H 0.329 -0.495 -1.034
H 0.065 -2.025 -1.886
H -0.800 0.750 -2.840
H -1.902 -0.474 -2.218
H -2.989 -3.925 -5.303
H -1.273 -4.446 -5.368
H -2.091 -3.864 -6.827

## Properties
E = -1813.48910 a.u.
E_LUMO = -5.278 eV
charge = +1
Kohn-Sham gap = 7.4 eV


What did the third record say?
Density functional theory data (ωB97M-V/def2-TZVPD) for C10H23GeN3O6P2PdS as an isolated structure.

Element x y z (Å)
Pd 0.322 -0.014 -0.370
N 1.276 0.416 3.614
C 0.114 -0.394 3.062
C -0.595 -1.128 4.191
P -0.972 0.857 2.199
O -1.210 1.785 3.472
O -2.236 0.253 1.686
O -0.046 1.540 1.219
P 0.777 -1.504 1.757
O 1.409 -2.659 2.616
O -0.386 -1.892 0.881
O 1.815 -0.721 0.949
H 0.922 1.189 4.188
H 1.813 0.809 2.832
H 1.895 -0.161 4.189
H -1.020 -0.425 4.907
H 0.080 -1.812 4.706
H -1.412 -1.715 3.773
H -1.926 2.432 3.420
H 1.916 -3.339 2.149
S -1.173 0.612 -1.839
C -2.169 -0.890 -1.779
N -2.949 -1.016 -0.693
C -3.774 -2.063 -0.604
C -3.817 -2.987 -1.628
C -2.967 -2.783 -2.702
N -2.152 -1.720 -2.778
H -2.866 -0.348 0.170
H -4.371 -2.125 0.295
H -4.482 -3.836 -1.583
H -2.928 -3.475 -3.534
C 2.956 1.211 -3.815
Ge 1.944 1.710 -2.237
C 0.893 3.333 -2.349
C 2.999 1.572 -0.617
C 0.310 0.259 -2.728
H 3.799 1.896 -3.914
H 2.354 1.279 -4.720
H 3.353 0.201 -3.719
H 1.579 4.181 -2.353
H 0.238 3.441 -1.485
H 0.305 3.372 -3.266
H 3.844 2.244 -0.787
H 3.381 0.570 -0.445
H 2.444 1.918 0.253
H 0.441 -0.812 -2.877
H 0.274 0.741 -3.703

## Properties
E = -4295.88691 a.u.
E_LUMO = -8.022 eV
charge = +2
Kohn-Sham gap = 7.4 eV